[1]
83
Properties=species:S:1:pos:R:3 method="wB97M-V/def2-TZVPD" homo_lumo_gap_ev="4.899 / 6.771" spin_multiplicity=2 lumo_energy_ev="-0.30 / -0.46" de_lowest_kcal_mol=7.0 total_energy_ev=-188445.6216 s_squared=0.780
Co 0.180 -0.107 -0.018
C -0.263 -0.107 4.181
C -0.559 -0.105 2.807
N 0.379 -0.094 1.898
C 1.695 -0.096 2.272
C 2.075 -0.105 3.619
C 1.038 -0.111 4.580
C 3.453 -0.107 3.944
C 4.365 -0.097 2.935
C 3.988 -0.091 1.572
C 2.657 -0.096 1.207
N 2.069 -0.090 -0.034
C 2.635 -0.092 -1.279
C 3.961 -0.089 -1.665
C 4.319 -0.087 -3.033
C 3.394 -0.087 -4.033
C 2.021 -0.085 -3.689
C 0.972 -0.085 -4.636
C -0.325 -0.083 -4.222
C -0.603 -0.080 -2.842
N 0.348 -0.079 -1.945
C 1.659 -0.085 -2.335
H -1.074 -0.120 4.895
H -1.581 -0.131 2.456
H 1.293 -0.121 5.633
H 3.760 -0.115 4.982
H 5.421 -0.098 3.175
H 4.769 -0.090 0.836
H 4.753 -0.094 -0.941
H 5.371 -0.088 -3.287
H 3.688 -0.090 -5.074
H 1.213 -0.088 -5.692
H -1.144 -0.085 -4.926
H -1.621 -0.082 -2.474
S -4.458 -3.514 -0.029
C -6.058 -4.119 -0.046
C -6.971 -3.113 -0.040
C -6.362 -1.827 -0.023
C -4.996 -1.874 -0.018
C -4.050 -0.754 -0.006
C -2.682 -0.984 -0.016
N -1.770 -0.015 -0.008
C -2.202 1.293 0.010
C -3.580 1.621 0.024
C -3.907 3.035 0.048
C -2.950 3.983 0.054
C -1.539 3.646 0.038
C -0.506 4.552 0.045
C 0.836 4.102 0.029
C 1.057 2.734 0.006
N 0.084 1.829 -0.001
C -1.220 2.266 0.016
C 1.963 5.040 0.038
C 1.927 6.406 0.061
C 3.218 7.005 0.068
C 4.218 6.086 0.049
S 3.600 4.490 0.024
C -4.491 0.593 0.016
H -6.232 -5.183 -0.056
H -8.039 -3.276 -0.046
H -6.925 -0.905 -0.018
H -2.290 -1.992 -0.027
H -4.953 3.316 0.061
H -3.222 5.031 0.073
H -0.730 5.612 0.063
H 2.065 2.337 -0.007
H 1.010 6.977 0.075
H 3.388 8.071 0.086
H 5.282 6.252 0.049
H -5.550 0.822 0.027
Br -0.460 -8.208 1.396
C 0.037 -6.672 0.411
C 0.657 -6.820 -0.820
N 1.030 -5.782 -1.563
C 0.787 -4.562 -1.088
C 0.171 -4.324 0.135
C -0.214 -5.409 0.906
C -0.100 -2.931 0.650
O -0.635 -2.787 1.741
O 0.192 -2.009 -0.201
H 0.858 -7.809 -1.216
H 1.096 -3.725 -1.701
H -0.693 -5.244 1.861

[2]
12
Properties=species:S:1:pos:R:3 method="wB97M-V/def2-TZVPD" homo_lumo_gap_ev="7.168 / 8.623" spin_multiplicity=1 lumo_energy_ev="-0.84 / -0.93" de_lowest_kcal_mol=37.8 total_energy_ev=-50499.2822
C -0.448 0.085 0.575
C -1.627 -0.152 -0.314
N 0.396 1.048 0.072
P 2.940 0.132 -0.442
Cl -2.863 1.126 -0.419
Cl 3.256 -0.293 1.464
Cl 2.253 -1.594 -1.006
H 0.028 -0.891 0.828
H -0.702 0.472 1.766
H -2.138 -1.085 -0.256
H -1.241 -0.078 -1.336
H 0.147 1.229 -0.933

[3]
109
Properties=species:S:1:pos:R:3 method="wB97M-V/def2-TZVPD" homo_lumo_gap_ev=4.235 spin_multiplicity=1 lumo_energy_ev=3.33 de_lowest_kcal_mol=15.6 total_energy_ev=-189382.0530 charge=-2
Ti -0.265 -0.259 -0.178
Br 1.718 0.119 2.706
C 3.145 0.309 1.477
C 4.290 0.870 1.970
C 5.451 0.920 1.174
C 5.429 0.356 -0.064
C 4.247 -0.224 -0.585
C 4.280 -0.834 -1.860
C 3.153 -1.386 -2.379
C 1.926 -1.277 -1.692
C 1.820 -0.679 -0.453
C 3.029 -0.209 0.154
H 4.303 1.249 2.982
H 6.352 1.377 1.564
H 6.320 0.342 -0.682
H 5.214 -0.839 -2.410
H 3.170 -1.851 -3.358
H 1.038 -1.635 -2.199
C -5.274 2.023 2.773
C -3.873 2.578 2.983
C -3.852 3.776 3.914
O -3.329 2.963 1.740
C -2.427 1.964 1.280
C -2.045 1.186 2.541
O -3.016 1.574 3.513
C -2.019 -0.356 2.387
O -1.055 -0.676 1.448
C -1.545 -1.040 3.678
C -1.111 -0.368 4.811
C -0.602 -1.072 5.899
C -0.521 -2.453 5.865
C -0.953 -3.134 4.731
C -1.459 -2.431 3.654
C -3.384 -0.903 1.997
C -3.707 -1.132 0.667
C -4.958 -1.627 0.317
C -5.900 -1.901 1.294
C -5.583 -1.680 2.630
C -4.337 -1.187 2.975
C -1.242 2.589 0.511
O -0.452 1.485 0.167
C -0.385 3.527 1.361
C 0.985 3.313 1.443
C 1.790 4.171 2.179
C 1.239 5.257 2.840
C -0.125 5.498 2.731
C -0.928 4.649 1.985
C -1.714 3.328 -0.747
C -0.815 4.165 -1.398
C -1.170 4.811 -2.572
C -2.435 4.642 -3.107
C -3.344 3.819 -2.460
C -2.984 3.165 -1.291
H -5.918 2.813 2.384
H -5.688 1.654 3.712
H -5.248 1.203 2.058
H -4.363 4.619 3.448
H -2.821 4.054 4.122
H -4.356 3.533 4.850
H -2.926 1.296 0.567
H -1.044 1.495 2.869
H -1.170 0.710 4.866
H -0.263 -0.528 6.772
H -0.119 -2.998 6.710
H -0.890 -4.214 4.686
H -1.783 -2.959 2.766
H -2.991 -0.957 -0.126
H -5.167 -1.815 -0.727
H -6.869 -2.301 1.022
H -6.309 -1.895 3.406
H -4.097 -1.011 4.016
H 1.422 2.491 0.892
H 2.857 3.987 2.221
H 1.867 5.925 3.417
H -0.566 6.362 3.216
H -1.979 4.866 1.867
H 0.193 4.267 -1.020
H -0.435 5.417 -3.086
H -2.704 5.129 -4.037
H -4.330 3.658 -2.878
H -3.708 2.508 -0.830
S -1.391 0.088 -2.340
C -0.796 1.250 -3.566
C -1.670 1.334 -4.654
C -1.444 2.171 -5.733
C -0.296 2.957 -5.724
C 0.579 2.870 -4.663
C 0.388 2.024 -3.551
S 1.605 2.001 -2.309
H -2.560 0.716 -4.633
H -2.150 2.205 -6.555
H -0.080 3.633 -6.546
H 1.478 3.476 -4.653
O -2.428 -3.274 -1.364
C -1.364 -3.205 -0.773
O -0.651 -2.172 -0.542
C -0.790 -4.456 -0.109
C 0.122 -4.346 0.936
C 0.597 -5.480 1.585
C 0.187 -6.740 1.179
C -0.708 -6.821 0.126
C -1.219 -5.712 -0.522
N -1.142 -8.167 -0.316
O -0.714 -9.133 0.296
O -1.918 -8.243 -1.249
H 0.450 -3.356 1.228
H 1.295 -5.378 2.405
H 0.543 -7.640 1.655
H -1.939 -5.798 -1.321

[4]
7
Properties=species:S:1:pos:R:3 method="wB97M-V/def2-TZVPD" homo_lumo_gap_ev=9.322 spin_multiplicity=1 lumo_energy_ev=-0.32 smiles="C=C1OC1=O" de_lowest_kcal_mol=63.2 total_energy_ev=-7234.1607
C 0.111 0.004 -0.126
C 1.228 0.668 -0.537
C -1.253 -0.463 0.395
O 1.856 0.995 -1.446
O 1.241 0.190 0.708
H -1.321 -0.703 1.461
H -1.861 -0.691 -0.454

[5]
22
Properties=species:S:1:pos:R:3 method="wB97M-V/def2-TZVPD" homo_lumo_gap_ev=9.648 spin_multiplicity=1 lumo_energy_ev=0.60 smiles="C=C(C)/C=C/C.O.O" de_lowest_kcal_mol=44.1 total_energy_ev=-10542.7057
C -2.538 -0.374 -0.659
C -1.675 0.593 0.088
C -1.886 1.902 0.103
C 1.536 0.126 2.212
C 0.583 0.668 1.170
C -0.529 0.016 0.848
H -2.602 -1.350 -0.172
H -3.552 -0.043 -0.815
H -2.126 -0.628 -1.635
H -2.677 2.448 -0.409
H -1.291 2.615 0.660
H 2.126 -0.680 1.760
H 1.031 -0.331 3.060
H 2.233 0.887 2.538
H 0.956 1.509 0.599
H -0.772 -0.935 1.325
H 2.512 -1.827 -0.056
H 2.347 -1.824 -1.555
O 2.972 -2.093 -0.864
H 0.255 0.758 -2.235
H -0.014 -0.572 -1.592
O 0.638 -0.120 -2.135

[6]
15
Properties=species:S:1:pos:R:3 method="wB97M-V/def2-TZVPD" homo_lumo_gap_ev=10.111 spin_multiplicity=1 lumo_energy_ev=0.66 smiles="O=C1S[C@H]2CNC[C@@H]12" de_lowest_kcal_mol=62.7 total_energy_ev=-19668.8839
C 1.192 0.640 -0.282
C -0.832 0.126 0.793
C -1.713 -0.875 0.113
C 0.281 -1.868 0.367
C 0.594 -0.468 0.697
H -0.938 0.346 2.028
H -2.334 -1.593 0.713
H -2.438 -0.491 -0.613
H -1.115 -2.274 -1.140
H 1.146 -2.249 -0.263
H -0.195 -2.493 1.148
H 1.233 -0.113 1.576
N -0.786 -1.555 -0.658
O 2.295 0.842 -0.747
S -0.334 1.730 -0.187

[7]
12
Properties=species:S:1:pos:R:3 method="wB97M-V/def2-TZVPD" homo_lumo_gap_ev=10.322 spin_multiplicity=1 lumo_energy_ev=0.72 smiles="NC1=N[C@@H]1CO" de_lowest_kcal_mol=62.0 total_energy_ev=-8234.0120
N -0.695 -1.459 1.309
C 0.489 0.691 0.269
C 0.125 0.860 -1.190
O 0.960 0.110 -2.051
C -0.302 -0.172 1.097
N -0.622 1.031 1.281
H 0.035 -2.072 1.644
H -1.570 -1.572 1.803
H 1.521 0.915 0.541
H -0.935 0.586 -1.313
H 0.230 1.906 -1.493
H 0.765 -0.824 -1.899

[8]
58
Properties=species:S:1:pos:R:3 method="wB97M-V/def2-TZVPD" homo_lumo_gap_ev="7.814 / 8.186" spin_multiplicity=3 lumo_energy_ev="-3.64 / -3.28" total_energy_ev=-93774.9764 charge=+1 s_squared=2.009
V -0.819 -0.061 -0.768
F -3.099 -1.903 -4.941
Te -2.095 -1.637 -3.425
F -0.539 -1.812 -4.404
F -3.749 -1.237 -2.674
F -2.141 -3.472 -3.260
F -1.916 0.188 -3.741
O -1.429 -1.586 -1.706
N -3.249 3.089 -1.730
C -2.892 1.949 -1.141
N -1.584 1.748 -1.211
C -1.055 2.845 -1.906
C 0.253 3.159 -2.264
C 0.449 4.341 -2.947
C -0.617 5.194 -3.272
C -1.916 4.891 -2.921
C -2.105 3.700 -2.232
H -4.195 3.428 -1.803
H -3.588 1.271 -0.673
H 1.070 2.496 -2.021
H 1.451 4.622 -3.244
H -0.414 6.109 -3.811
H -2.739 5.546 -3.170
O 1.140 -0.453 3.368
C -0.118 -0.406 3.844
C -0.275 -0.489 5.227
C -1.535 -0.454 5.783
C -2.678 -0.336 4.987
C -2.535 -0.254 3.625
C -1.261 -0.284 3.034
C -1.171 -0.196 1.593
O -2.160 -0.125 0.817
O -0.006 -0.196 0.983
H 1.127 -0.380 2.399
H 0.612 -0.579 5.839
H -1.637 -0.519 6.859
H -3.659 -0.314 5.439
H -3.397 -0.169 2.977
C 3.191 -3.224 3.178
C 2.872 -2.725 1.800
C 2.119 -3.485 0.914
C 1.804 -3.002 -0.348
C 2.250 -1.742 -0.726
C 3.003 -0.960 0.148
C 3.311 -1.458 1.396
S 1.702 -1.177 -2.304
C 3.150 -0.376 -2.964
O 0.776 0.033 -2.024
H 2.975 -4.285 3.279
H 2.594 -2.678 3.911
H 4.241 -3.058 3.420
H 1.774 -4.467 1.210
H 1.210 -3.596 -1.033
H 3.331 0.032 -0.131
H 3.897 -0.858 2.083
H 3.456 0.441 -2.317
H 2.880 -0.002 -3.949
H 3.935 -1.127 -3.048